Entry 1:
10
Properties=species:S:1:pos:R:3 method="wB97M-V/def2-TZVPD" lumo_ev="-2.02 / -1.36" max_force_ha_per_bohr=0.05215 e_above_lowest_kj_mol=555.1 orbital_gap_ha="0.2860 / 0.2792" total_charge=0 homo_energy_ev="-9.803 / -8.956" smiles="C/S(#N)=C(/Cl)C#N"
C -0.73738 0.78777 0.98194
S 0.45326 -0.64846 1.07716
N 1.93742 -0.26805 0.90808
C 0.17216 -1.09565 -0.70618
Cl 0.26169 -2.70984 -1.23376
C 0.38505 -0.08907 -1.64850
N 0.50032 0.68868 -2.52490
H -0.62803 1.51191 1.92617
H -1.79445 0.33379 1.12364
H -0.55003 1.48893 0.09635

=====

Entry 2:
9
Properties=species:S:1:pos:R:3 method="wB97M-V/def2-TZVPD" lumo_ev=-7.38 max_force_ha_per_bohr=0.11782 e_above_lowest_kj_mol=327.8 orbital_gap_ha=0.3257 total_charge=+1 homo_energy_ev=-16.248
C -0.98300 -0.15559 0.23032
C -0.65863 0.54267 -0.86951
C 0.43309 -0.29138 0.70069
N 0.74406 0.24170 -0.56666
O 1.70808 0.15265 -1.23821
Cl 1.05058 -1.91750 1.11622
H -1.86953 -0.52075 0.66276
H -1.13085 1.12135 -1.71591
H 0.70620 0.82685 1.68031

=====

Entry 3:
9
Properties=species:S:1:pos:R:3 method="wB97M-V/def2-TZVPD" lumo_ev=-5.90 max_force_ha_per_bohr=0.07898 e_above_lowest_kj_mol=71.7 orbital_gap_ha=0.3749 total_charge=+1 homo_energy_ev=-16.097
C 0.49997 0.51904 -0.06879
C 1.63133 1.36508 0.00680
C 0.64375 -1.02674 0.28014
N 1.77561 -1.56855 0.10801
O 2.11231 2.40417 -0.03224
Cl 3.08250 -0.43141 0.12196
H -0.53300 0.84186 0.37069
H 0.21880 0.53820 -1.12362
H -0.35677 -1.40715 0.37587

=====

Entry 4:
9
Properties=species:S:1:pos:R:3 method="wB97M-V/def2-TZVPD" lumo_ev="-6.07 / -8.29" max_force_ha_per_bohr=0.15421 e_above_lowest_kj_mol=245.1 orbital_gap_ha="0.2895 / 0.2758" total_charge=+1 homo_energy_ev="-13.951 / -15.792" multiplicity=3 s_squared=2.04
C 0.53530 1.10206 0.03024
C -1.38795 0.26830 -0.05468
C 0.92933 -0.26484 0.06582
N -0.64294 -0.76429 0.05748
O -0.96916 -1.92090 -0.09399
Cl -2.78363 0.92988 0.00389
H 1.21930 1.88167 -0.23820
H 1.71474 -0.63299 -0.69556
H 1.38500 -0.59890 0.92500

=====

Entry 5:
8
Properties=species:S:1:pos:R:3 method="wB97M-V/def2-TZVPD" lumo_ev=0.54 max_force_ha_per_bohr=0.07200 e_above_lowest_kj_mol=59.7 orbital_gap_ha=0.3823 total_charge=0 homo_energy_ev=-9.863
O 1.31132 -1.52319 -0.41292
C 1.07696 -0.60533 0.26186
C 0.19580 0.49093 -0.05571
C -1.12980 0.35776 -0.23877
Cl -1.95829 -1.07356 0.01243
H 1.51250 -0.41083 1.23011
H 0.70600 1.55653 -0.16367
H -1.71450 1.20769 -0.63333

=====

Entry 6:
8
Properties=species:S:1:pos:R:3 method="wB97M-V/def2-TZVPD" lumo_ev=-0.19 max_force_ha_per_bohr=0.13457 e_above_lowest_kj_mol=139.9 orbital_gap_ha=0.3365 total_charge=0 homo_energy_ev=-9.346
O 0.17888 1.56842 1.16033
C -0.44288 0.52511 0.96865
C -0.30442 -0.51392 -0.04492
C 0.48071 -0.27253 -1.11663
Cl 1.51374 0.87259 -1.26831
H -1.29490 0.51618 1.70380
H -0.72208 -1.44233 0.07390
H 0.59093 -1.25352 -1.47682

=====

Entry 7:
9
Properties=species:S:1:pos:R:3 method="wB97M-V/def2-TZVPD" lumo_ev=0.40 max_force_ha_per_bohr=0.12719 e_above_lowest_kj_mol=182.1 orbital_gap_ha=0.3690 total_charge=0 homo_energy_ev=-9.638 smiles="C=C=O.O=CCl"
C 0.74777 0.05632 -0.67080
C 1.05377 1.20176 -0.23704
O 1.18982 2.17315 0.37777
H 0.52906 -0.91285 -0.05970
H 0.61207 -0.19375 -1.77975
O -1.79899 -1.14043 0.38255
C -1.76257 -0.30537 -0.42440
Cl -1.96499 1.41899 -0.12228
H -1.58154 -0.47379 -1.57380

=====

Entry 8:
8
Properties=species:S:1:pos:R:3 method="wB97M-V/def2-TZVPD" lumo_ev=-0.48 max_force_ha_per_bohr=0.14973 e_above_lowest_kj_mol=427.3 orbital_gap_ha=0.2679 total_charge=0 homo_energy_ev=-7.774
C 1.35281 1.33906 -0.07984
C 0.88965 0.13829 0.13210
C -1.05165 -0.79644 -0.02944
S 2.67143 -0.09864 0.21636
Cl -2.09727 0.56390 0.17468
H 1.20292 2.31249 -0.47431
H -0.85164 -1.41559 0.84901
H -0.76970 -1.02380 -0.92962

=====

Entry 9:
8
Properties=species:S:1:pos:R:3 method="wB97M-V/def2-TZVPD" lumo_ev=0.26 max_force_ha_per_bohr=0.03494 e_above_lowest_kj_mol=111.0 orbital_gap_ha=0.3472 total_charge=0 homo_energy_ev=-9.187 smiles=C#CCSCl
C -0.42785 -0.44638 -1.12405
C 0.19915 -0.31648 -0.11257
C 1.04386 -0.19387 1.10374
S 2.68780 -0.97155 0.83017
Cl 3.13786 0.23215 -0.68616
H -1.08078 -0.76747 -1.95144
H 0.36296 -0.60950 1.87483
H 1.15249 0.82237 1.45026

=====

Entry 10:
12
Properties=species:S:1:pos:R:3 method="wB97M-V/def2-TZVPD" lumo_ev="-4.06 / -4.14" max_force_ha_per_bohr=0.07919 e_above_lowest_kj_mol=50.9 orbital_gap_ha="0.2552 / 0.2738" total_charge=+1 homo_energy_ev="-11.009 / -11.585" multiplicity=5 s_squared=6.07
O -2.00949 0.39949 -0.33705
Li -2.98754 -0.15906 1.08928
C -0.74804 0.31271 -0.23565
O -0.11109 -0.47529 -1.16664
C 1.13697 0.17110 -1.63746
H 0.85961 0.84405 -2.46425
H 1.74463 -0.63902 -2.06862
Cr 1.59422 0.91243 0.27468
C -0.33122 -0.00093 1.56302
O 0.96604 -0.27299 1.71295
Li 0.51649 -1.98521 1.12251
H -0.63058 0.89272 2.14722

=====

Entry 11:
9
Properties=species:S:1:pos:R:3 method="wB97M-V/def2-TZVPD" lumo_ev="-1.58 / -1.63" max_force_ha_per_bohr=0.09040 orbital_gap_ha="0.2201 / 0.1908" total_charge=0 homo_energy_ev="-7.569 / -6.825" multiplicity=4 s_squared=3.77
H 1.98175 0.77713 -0.58747
O -0.64003 0.31010 -0.14106
O -1.21458 0.64373 1.91338
C 1.46959 0.06458 -1.24635
C 0.27735 -0.44745 -0.82137
C -0.25121 0.75261 1.13005
H -0.18326 -1.03523 -1.63937
H 1.65449 -1.07089 -0.58037
Cr -3.09411 0.00542 1.97256

=====

Entry 12:
9
Properties=species:S:1:pos:R:3 method="wB97M-V/def2-TZVPD" lumo_ev="-3.95 / -3.97" max_force_ha_per_bohr=0.08160 e_above_lowest_kj_mol=12.4 orbital_gap_ha="0.2720 / 0.3115" total_charge=+1 homo_energy_ev="-11.355 / -12.440" multiplicity=2 s_squared=0.76
C -1.20372 0.94865 -0.05993
C -2.48642 0.67529 -0.00430
H -3.23927 1.47245 -0.07681
H -0.60427 1.83515 -0.27153
H -2.86591 -0.35205 -0.01722
O 2.42290 -0.88728 0.09240
C 1.37457 -1.37537 -0.11164
O 0.68615 -2.29529 -0.31472
Cs 5.91597 -0.02156 0.76376

=====

Entry 13:
9
Properties=species:S:1:pos:R:3 method="wB97M-V/def2-TZVPD" lumo_ev="-5.29 / -7.69" max_force_ha_per_bohr=0.05348 e_above_lowest_kj_mol=585.8 orbital_gap_ha="0.3438 / 0.2449" total_charge=+1 homo_energy_ev="-14.640 / -14.350" multiplicity=2 s_squared=0.76
O -0.46390 1.03883 0.26966
C 0.97636 -0.98190 0.44022
C -1.48020 0.07980 -0.16556
C -0.21858 -0.42281 0.27402
H 1.89274 -1.36427 -0.44129
H -1.70301 0.13173 -1.23488
H -2.34762 0.06316 0.49876
O 2.02771 -0.14466 0.17554
Cu 1.31648 1.60011 0.18354

=====

Entry 14:
11
Properties=species:S:1:pos:R:3 method="wB97M-V/def2-TZVPD" lumo_ev="-21.65 / -21.45" max_force_ha_per_bohr=0.08341 e_above_lowest_kj_mol=0.0 orbital_gap_ha="0.1507 / 0.2405" total_charge=+4 homo_energy_ev="-25.751 / -27.992" multiplicity=7 s_squared=12.02
O 1.08650 0.66707 0.09514
C 0.73584 -0.52116 0.27581
C -1.13834 1.50801 0.02289
O 1.47558 -1.49214 0.01209
O -0.59985 -0.78634 0.39085
C -1.50803 0.12974 0.10403
Dy 3.68265 0.01216 -0.12101
H -1.48662 2.04579 -0.86189
H -0.81684 2.05815 0.90831
H -2.35337 -0.27892 -0.45130
Li 0.92249 -3.34237 -0.37493

=====

Entry 15:
11
Properties=species:S:1:pos:R:3 method="wB97M-V/def2-TZVPD" lumo_ev="-6.35 / -6.17" max_force_ha_per_bohr=0.05661 e_above_lowest_kj_mol=67.1 orbital_gap_ha="0.0677 / 0.0740" total_charge=+1 homo_energy_ev="-8.190 / -8.186" multiplicity=9 s_squared=20.01
C -1.05953 0.57220 -0.04920
C 0.26652 -0.12466 -0.04529
O 1.29052 0.81127 0.27803
O -2.11680 0.10403 -0.31160
H 0.42124 -0.56353 -1.04343
H 0.21973 -0.93903 0.69485
O 2.78716 -0.80343 -0.03685
C 2.54499 0.39654 0.26523
Li -4.07041 0.31284 -0.47285
Eu 5.31996 0.09970 0.40825
H -5.60338 0.13408 0.31284

=====

Entry 16:
9
Properties=species:S:1:pos:R:3 method="wB97M-V/def2-TZVPD" lumo_ev="-16.04 / -16.04" max_force_ha_per_bohr=0.12908 e_above_lowest_kj_mol=0.0 orbital_gap_ha="0.2845 / 0.3103" total_charge=+3 homo_energy_ev="-23.782 / -24.483" multiplicity=8 s_squared=15.76
C 0.85535 0.46575 0.56667
C 1.94352 0.46932 -0.18727
H 2.93900 0.38969 0.26807
H 0.68290 0.66283 1.62680
H 1.89215 0.41874 -1.27910
O -2.09011 -0.84054 -0.12219
C -1.54347 0.19483 -0.34636
O -1.62896 1.25026 -0.84276
Eu -3.05038 -3.01087 0.31615

=====

Entry 17:
11
Properties=species:S:1:pos:R:3 method="wB97M-V/def2-TZVPD" lumo_ev=-1.09 max_force_ha_per_bohr=0.06906 e_above_lowest_kj_mol=208.8 orbital_gap_ha=0.3001 total_charge=0 homo_energy_ev=-9.256
C 1.25414 0.04152 0.11068
C 0.20041 0.71447 -0.55915
C -1.30606 -0.79340 0.10518
F -0.88995 -1.55175 1.17102
F -1.19163 -1.63234 -0.98940
I 3.26266 1.05204 0.27995
I -0.64405 2.44731 0.28796
I -3.25347 -0.06134 0.39644
H 1.35282 -0.99167 -0.27553
H 1.04740 -0.11141 1.14598
H 0.16773 0.88658 -1.67313

=====

Entry 18:
11
Properties=species:S:1:pos:R:3 method="wB97M-V/def2-TZVPD" lumo_ev=0.70 max_force_ha_per_bohr=0.09748 e_above_lowest_kj_mol=91.4 orbital_gap_ha=0.3774 total_charge=0 homo_energy_ev=-9.570 smiles=FCc1nn[nH]c1F
F 2.47485 0.37441 -0.60498
C 1.67521 -0.45985 0.30280
C 0.24370 -0.25839 -0.21721
N -0.58987 -1.30945 -0.20084
N -1.87221 -0.98361 -0.22011
N -1.87520 0.40783 -0.28413
C -0.66219 0.87277 -0.16315
F -0.42631 2.08358 -0.00353
H 1.80754 0.03039 1.22900
H 1.99873 -1.56893 0.29375
H -2.77426 0.81125 -0.13161

=====

Entry 19:
10
Properties=species:S:1:pos:R:3 method="wB97M-V/def2-TZVPD" lumo_ev=0.55 max_force_ha_per_bohr=0.13627 e_above_lowest_kj_mol=210.5 orbital_gap_ha=0.3768 total_charge=0 homo_energy_ev=-9.707 smiles="O=CNC=C(F)F"
O 1.15726 -0.11858 2.78867
C 0.94822 0.25449 1.59412
N -0.21243 -0.18137 0.79493
C -0.08689 0.13484 -0.64854
C -0.82351 -0.34767 -1.58123
F -1.40776 -1.57076 -1.91927
F -0.85111 0.40567 -2.63007
H 1.55829 1.26163 1.10078
H -0.44602 -1.08444 1.06128
H 0.16395 1.24619 -0.56067

=====

Entry 20:
10
Properties=species:S:1:pos:R:3 method="wB97M-V/def2-TZVPD" lumo_ev="-0.15 / -0.15" max_force_ha_per_bohr=0.09041 e_above_lowest_kj_mol=288.6 orbital_gap_ha="0.3228 / 0.3228" total_charge=0 homo_energy_ev="-8.931 / -8.931"
C 0.91665 -0.13692 0.67665
C 1.07281 0.43710 -1.65976
C -1.78260 -0.50122 1.08152
N 1.09841 0.24266 -0.44562
O -2.11067 -1.03965 0.09248
F 1.90491 -0.19961 1.56468
F -1.77588 0.84971 1.08449
H 1.65080 -0.12412 -2.44768
H 0.55947 1.27799 -2.05997
H -1.53391 -0.80594 2.11322